Run A
Here is a cluster of 2 separate species, C4H14N2 in total from OMol25. Energies are from ωB97M-V with the def2-TZVPD basis set.

Positions of all 20 atoms, in Å:
N1 0.373 -2.380 -1.224
N2 -1.339 2.787 1.688
C1 -0.367 2.139 0.739
C2 0.221 -3.727 -1.060
C3 0.700 -1.667 0.001
C4 0.238 3.208 -0.190
H1 -0.916 1.400 0.194
H2 -1.857 2.138 2.342
H3 1.073 2.749 -0.806
H4 1.203 -4.410 -1.026
H5 0.478 4.077 0.363
H6 -0.648 3.347 -0.869
H7 -2.029 3.483 1.367
H8 1.525 -2.113 0.457
H9 0.288 1.580 1.342
H10 0.972 -2.170 -1.991
H11 -0.489 -4.249 -1.834
H12 -0.326 -3.915 -0.137
H13 0.985 -0.572 -0.150
H14 -0.086 -1.702 0.796

Computed properties:
Frontier orbital gap (eV): 9.6
SMILES: CCN.CNC
Highest occupied orbital energy (eV): -8.606

Mulliken population analysis, charges in e, atoms 1 to 6:
1 N -0.290
2 N -0.643
3 C -0.202
4 C -0.785
5 C -0.770
6 C -0.982


Run B
Here is a cluster of 2 separate species, C4H14N2 in total from OMol25. Energies are from ωB97M-V with the def2-TZVPD basis set.

Positions of all 20 atoms, in Å:
N1 6.271 -2.580 2.197
N2 5.589 -1.766 -0.093
C1 -5.307 0.861 -0.114
C2 5.190 -2.126 1.234
C3 -5.137 2.135 -1.004
C4 -3.682 2.217 -1.437
H1 4.460 -2.934 1.203
H2 -5.258 -0.071 -0.668
H3 -5.549 3.061 -0.615
H4 -5.815 1.987 -1.870
H5 6.935 -1.813 2.083
H6 -3.242 1.226 -1.600
H7 6.436 -2.065 -0.532
H8 -6.233 0.892 0.455
H9 6.622 -3.363 1.647
H10 5.300 -0.851 -0.371
H11 -4.538 1.054 0.644
H12 -3.538 2.864 -2.313
H13 -3.074 2.676 -0.632
H14 4.571 -1.405 1.784

Computed properties:
Frontier orbital gap (eV): 10.1
SMILES: CCC.NCN
Highest occupied orbital energy (eV): -8.978

Mulliken population analysis, charges in e, atoms 1 to 6:
1 N -0.617
2 N -0.484
3 C -1.073
4 C -0.372
5 C -0.273
6 C -1.056


In terms of stability, run B leads; the second structure lies 0.736 eV higher.


Run A
Here is the molecule C3H7ClN2O from OMol25. Energies are from ωB97M-V with the def2-TZVPD basis set.

Positions of all 14 atoms, in Å:
Cl1 0.265 2.255 -0.080
O1 -0.536 -0.559 0.920
N1 0.043 -1.378 -1.128
N2 0.204 -2.593 -0.562
C1 -0.627 0.927 -0.944
C2 0.551 -0.585 1.856
C3 -0.287 -0.376 -0.361
H1 -1.727 1.069 -0.902
H2 0.141 -3.353 -1.191
H3 -0.308 -2.733 0.288
H4 0.164 -0.885 2.808
H5 -0.441 1.027 -2.021
H6 1.052 0.366 1.939
H7 1.352 -1.354 1.597

Computed properties:
Frontier orbital gap (eV): 9.5
SMILES: CO/C(CCl)=N\N
Highest occupied orbital energy (eV): -8.633

Mulliken population analysis, charges in e, atoms 1 to 6:
1 Cl -0.224
2 O -0.418
3 N -0.371
4 N -0.395
5 C -0.301
6 C -0.572


Run B
Here is a structure of composition C3H7ClN2O from OMol25. Energies are from ωB97M-V with the def2-TZVPD basis set.

Positions of all 14 atoms, in Å:
Cl1 2.069 -1.728 1.310
O1 -0.718 -2.309 2.218
N1 0.682 0.496 -0.053
N2 0.602 -1.008 0.992
C1 -1.833 -0.696 0.993
C2 -0.616 -1.454 1.381
C3 1.364 0.150 -1.251
H1 1.293 1.245 -1.698
H2 -1.417 0.232 0.541
H3 0.864 -0.606 -1.863
H4 -2.553 -0.412 1.766
H5 1.430 0.854 0.512
H6 2.440 -0.032 -1.134
H7 -2.339 -1.133 0.145

Computed properties:
Frontier orbital gap (eV): 9.6
Highest occupied orbital energy (eV): -9.420

Mulliken population analysis, charges in e, atoms 1 to 6:
1 Cl -0.026
2 O -0.583
3 N -0.366
4 N -0.090
5 C -0.881
6 C 0.590


In terms of stability, run A leads; the second structure lies 2.167 eV higher.


Run A
Here is a cluster of 2 separate species, C7H14N2 in total from OMol25. Energies are from ωB97M-V with the def2-TZVPD basis set.

Positions of all 23 atoms, in Å:
N1 1.799 -1.478 0.403
N2 2.228 0.915 -0.036
C1 1.974 1.958 0.944
C2 -0.505 -0.561 -1.928
C3 -1.090 -1.829 0.930
C4 -0.739 0.268 -0.688
C5 -2.152 0.308 -0.164
C6 -1.211 -0.369 0.769
C7 1.804 -0.333 0.183
H1 0.519 -0.935 -2.002
H2 -1.138 -1.448 -1.957
H3 1.036 1.756 1.464
H4 -0.711 0.019 -2.821
H5 -2.877 -0.328 -0.658
H6 -1.573 -2.384 0.131
H7 1.872 2.919 0.432
H8 -0.873 0.214 1.619
H9 -0.263 1.241 -0.711
H10 -1.453 -2.154 1.900
H11 -2.550 1.270 0.136
H12 2.765 2.026 1.703
H13 3.109 0.981 -0.527
H14 0.030 -2.054 0.877

Computed properties:
Frontier orbital gap (eV): 9.6
SMILES: C[C@@H]1C[C@@H]1C.CNC#N
Highest occupied orbital energy (eV): -8.917

Mulliken population analysis, charges in e, atoms 1 to 6:
1 N -0.619
2 N -0.201
3 C -0.758
4 C -1.422
5 C -1.140
6 C 0.038


Run B
Here is a cluster of 2 separate species, C7H14N2 in total from OMol25. Energies are from ωB97M-V with the def2-TZVPD basis set.

Positions of all 23 atoms, in Å:
N1 -1.270 -2.377 -0.086
N2 -0.597 0.972 0.413
C1 1.712 -2.542 -1.317
C2 -0.289 -1.585 0.156
C3 -1.460 1.617 1.433
C4 0.754 1.447 0.372
C5 1.768 1.003 1.137
C6 -1.281 1.024 -0.899
C7 1.027 -1.484 -0.884
H1 -2.429 1.114 1.473
H2 -1.434 2.043 -1.262
H3 -2.263 0.549 -0.834
H4 -1.635 2.665 1.179
H5 2.394 -2.509 -2.162
H6 0.089 -1.534 1.184
H7 -1.487 -2.408 -1.084
H8 -0.988 1.604 2.417
H9 1.132 -0.552 -1.436
H10 0.837 2.456 -0.023
H11 2.751 1.448 1.053
H12 -0.678 0.515 -1.651
H13 1.655 -3.502 -0.804
H14 1.692 0.038 1.623

Computed properties:
Frontier orbital gap (eV): 9.7
SMILES: [H]/N=C\C=C.C=CN(C)C
Highest occupied orbital energy (eV): -8.728

Mulliken population analysis, charges in e, atoms 1 to 6:
1 N -0.644
2 N 0.435
3 C -0.795
4 C 0.176
5 C -1.023
6 C -0.383


In terms of stability, run A leads; the second structure lies 1.613 eV higher.


Run A
Here is the molecule C7H14N2 from OMol25. Energies are from ωB97M-V with the def2-TZVPD basis set.

Positions of all 23 atoms, in Å:
N1 0.772 -1.303 1.970
N2 0.709 -2.646 2.414
C1 -1.041 1.438 -0.052
C2 0.243 0.643 0.472
C3 1.322 0.633 -0.603
C4 0.867 0.563 -1.974
C5 -0.124 -0.720 0.932
C6 -0.433 0.692 -2.372
C7 -1.534 0.924 -1.431
H1 -0.264 -3.038 2.386
H2 -0.493 0.536 -3.436
H3 -1.888 1.483 0.695
H4 -2.176 1.542 -1.997
H5 1.730 0.377 -2.700
H6 -0.832 2.424 -0.186
H7 0.758 -0.700 2.762
H8 -1.008 -0.647 1.561
H9 1.420 -3.331 2.007
H10 -2.220 0.088 -1.102
H11 1.889 1.531 -0.467
H12 2.065 -0.141 -0.375
H13 0.550 1.112 1.322
H14 -0.314 -1.456 0.175

Computed properties:
Frontier orbital gap (eV): 9.5
SMILES: NNC[C@H]1CC=CCC1
Highest occupied orbital energy (eV): -8.517

Mulliken population analysis, charges in e, atoms 1 to 6:
1 N -0.205
2 N -0.661
3 C -1.182
4 C 0.336
5 C -0.976
6 C -0.231


Run B
Here is a structure of composition C7H14N2 from OMol25. Energies are from ωB97M-V with the def2-TZVPD basis set.

Positions of all 23 atoms, in Å:
N1 1.670 -1.498 1.037
N2 -1.626 1.455 -0.414
C1 -1.529 2.780 -0.654
C2 -2.432 2.130 0.444
C3 2.730 -2.199 0.293
C4 -0.867 -0.803 0.621
C5 0.224 -0.219 -1.171
C6 -0.531 0.479 0.027
C7 0.477 -1.398 -0.050
H1 -1.904 3.143 -1.591
H2 2.052 -0.582 1.297
H3 -1.275 -1.184 1.616
H4 -0.677 -0.364 -1.847
H5 2.582 -1.950 -0.958
H6 -1.525 -1.276 -0.445
H7 -3.534 2.011 0.654
H8 -1.916 2.616 1.495
H9 3.928 -1.796 0.761
H10 2.682 -3.575 0.666
H11 1.125 0.279 -1.770
H12 0.374 1.085 0.440
H13 -0.608 3.310 -0.214
H14 0.581 -2.443 -0.237

Computed properties:
Frontier orbital gap (eV): 9.9
Highest occupied orbital energy (eV): -8.966

Mulliken population analysis, charges in e, atoms 1 to 6:
1 N -0.405
2 N 0.020
3 C -0.475
4 C -0.552
5 C -0.677
6 C -0.584


Run C
Here is a cluster of 2 separate species, C7H14N2 in total from OMol25. Energies are from ωB97M-V with the def2-TZVPD basis set.

Positions of all 23 atoms, in Å:
N1 0.416 -2.231 -0.315
N2 -0.549 -0.480 -1.269
C1 1.015 2.379 2.169
C2 2.048 2.421 -0.279
C3 0.927 1.711 0.669
C4 0.632 -1.122 -1.167
C5 -0.819 -2.247 0.307
C6 -2.776 -0.538 -0.309
C7 -1.443 -1.055 -0.427
H1 1.863 2.142 -1.296
H2 2.906 1.831 -0.046
H3 1.249 -2.889 -0.125
H4 -3.142 -0.313 0.720
H5 -1.210 -2.744 1.072
H6 -3.473 -1.272 -0.785
H7 0.956 3.416 2.219
H8 -0.084 1.956 0.298
H9 -2.881 0.322 -1.080
H10 1.190 0.627 0.775
H11 2.229 3.561 -0.249
H12 1.922 2.123 2.697
H13 1.676 -1.112 -1.678
H14 0.224 2.030 2.793

Computed properties:
Frontier orbital gap (eV): 8.9
SMILES: Cc1c[nH]cn1.CCC
Highest occupied orbital energy (eV): -8.046

Mulliken population analysis, charges in e, atoms 1 to 6:
1 N -0.087
2 N -0.544
3 C -1.411
4 C -1.140
5 C 0.064
6 C -0.286


Run D
Here is a cluster of 2 separate species, C7H14N2 in total from OMol25. Energies are from ωB97M-V with the def2-TZVPD basis set.

Positions of all 23 atoms, in Å:
N1 1.409 -1.303 2.632
N2 2.523 0.380 1.763
C1 -0.625 -0.259 -3.530
C2 2.586 -0.859 2.310
C3 1.185 0.710 1.687
C4 -0.939 -0.506 2.561
C5 -0.782 -0.154 -2.004
C6 0.501 -0.327 2.244
C7 -1.472 1.117 -1.481
H1 0.170 -0.325 -1.507
H2 -1.567 -0.618 1.682
H3 -1.392 0.349 3.088
H4 -1.055 -1.331 3.248
H5 3.251 0.821 1.217
H6 3.486 -1.421 2.491
H7 -1.099 -1.165 -3.923
H8 -1.415 -0.984 -1.705
H9 -0.779 1.891 -1.148
H10 -2.209 1.461 -2.203
H11 0.425 -0.372 -3.797
H12 -2.009 0.839 -0.572
H13 0.882 1.477 0.997
H14 -1.076 0.579 -4.051

Computed properties:
Frontier orbital gap (eV): 9.5
SMILES: Cc1c[nH]cn1.CCC
Highest occupied orbital energy (eV): -8.639

Mulliken population analysis, charges in e, atoms 1 to 6:
1 N -0.627
2 N -0.115
3 C -1.046
4 C -0.240
5 C -0.487
6 C -1.101


In terms of stability, run D leads; the second structure lies 1.888 eV higher.